1.
# C18H44CeClNO3P2

A structure of composition C18H44CeClNO3P2 (the ωB97M-V functional and the def2-TZVPD basis, OMol25).

Calculated values
Frontier orbital gap (spin up / spin down) in Ha: 0.1481 / 0.2003
ΔE to the lowest compared entry with this formula, charge and spin in kcal per mole: 177.2

The geometry in ORCA input format:
```
! RIJCOSX wB97M-V def2-TZVPD def2/J DEFGRID3
* xyz -1 2
Ce 0.0001 0.0005 -0.0533
Cl -0.0559 0.0346 -2.5044
P -0.3471 -2.3391 -0.2677
C 0.6894 -3.1321 -1.6345
C -0.0722 -3.4670 1.1929
C -2.0943 -2.5926 -0.9002
C 2.0791 -2.5304 -1.7964
H 0.1232 -2.8707 -2.5292
C 0.7998 -4.6523 -1.5517
H 1.5566 -4.9589 -0.8331
H 1.1098 -5.0371 -2.5236
H -0.1274 -5.1501 -1.2895
H 2.0465 -1.6018 -2.3528
H 2.7078 -3.2302 -2.3490
H 2.5612 -2.3415 -0.8400
H -2.0216 -2.0550 -1.8480
C -3.1590 -1.8949 -0.0610
C -2.5038 -4.0278 -1.1925
H -2.0399 -4.4189 -2.0928
H -3.5832 -4.0716 -1.3428
H -2.2693 -4.6971 -0.3651
H -2.7373 -1.1395 0.5962
H -3.7222 -2.5977 0.5465
H -3.8687 -1.3985 -0.7228
C 1.3420 -3.2886 1.7348
H -0.1513 -4.4745 0.7840
C -1.1156 -3.3361 2.2944
H 2.0985 -3.6874 1.0652
H 1.4350 -3.8172 2.6843
H 1.5651 -2.2414 1.9082
H -1.3285 -2.3005 2.5348
H -0.7402 -3.8156 3.1994
H -2.0458 -3.8296 2.0311
H 1.5579 -0.2491 -0.4595
H -1.5709 0.2692 -0.3876
P 0.3383 2.3459 -0.2195
C -0.8339 3.1908 -1.4377
C 0.2308 3.4196 1.3026
C 2.0092 2.6168 -1.0265
C -2.2322 2.5886 -1.4848
H -0.3614 2.9717 -2.3959
C -0.9383 4.7052 -1.2782
H -1.6106 4.9764 -0.4670
H -1.3565 5.1283 -2.1919
H 0.0112 5.1986 -1.1010
H -2.2405 1.6452 -2.0169
H -2.8973 3.2753 -2.0108
H -2.6463 2.4269 -0.4923
H 1.8279 2.1235 -1.9838
C 3.1510 1.8749 -0.3404
C 2.4041 4.0602 -1.2983
H 1.8312 4.5062 -2.1054
H 3.4536 4.0967 -1.5927
H 2.2997 4.6879 -0.4137
H 2.7978 1.1732 0.4099
H 3.8496 2.5573 0.1355
H 3.7094 1.3086 -1.0858
C -1.1290 3.2467 1.9710
H 0.2939 4.4414 0.9275
C 1.3718 3.2245 2.2923
H -1.9038 3.8448 1.4998
H -1.0624 3.5608 3.0133
H -1.4460 2.2095 1.9503
H 1.4919 2.1858 2.5795
H 1.1596 3.7956 3.1972
H 2.3157 3.5867 1.8975
O 0.9892 -0.2971 3.9127
N 0.0001 0.0005 3.3167
O -0.9990 0.2620 3.9129
O 0.0001 0.0005 1.9467
*
```

These are the Löwdin partial charges, in e, on atoms 1 to 4: number 1, Ce, carries -0.26; number 2, Cl, carries 0.27; number 3, P, carries 0.89; number 4, C, carries -0.51



2.
# C18H44ClNO14PS2

A cluster of 5 separate species, C18H44ClNO14PS2 in total (the ωB97M-V functional and the def2-TZVPD basis, OMol25).

Calculated values
Frontier orbital gap in Ha: 0.2978

The geometry in ORCA input format:
```
! RIJCOSX wB97M-V def2-TZVPD def2/J DEFGRID3
* xyz 1 1
C -2.9514 2.4448 4.3700
O -2.0025 1.4173 4.1066
C -2.4807 0.3221 3.3901
C -2.7765 0.6694 1.9513
S -1.3569 1.1594 0.8751
C -2.4626 1.1004 -0.4619
C -2.2473 1.8225 -1.7261
C -0.8126 1.4845 -2.2158
C 0.1098 2.6983 -2.2361
C 0.4045 3.3123 -0.8779
S 1.5859 2.4119 0.0934
O 1.4762 1.0182 -0.1992
O 1.4350 2.8056 1.4567
Cl 3.3630 3.0943 -0.5803
N -3.5017 0.3327 -0.2412
C -4.6447 0.1109 -1.1356
C -3.4268 -0.3653 1.0348
P -2.6316 -2.0030 0.7759
O -1.3739 -1.9566 0.0168
O -2.4580 -2.6911 2.1872
O -3.7612 -2.8097 0.0308
H -3.9591 2.1707 4.0500
H -2.9869 2.6381 5.4367
H -2.6660 3.3465 3.8301
H -3.4220 -0.0396 3.8253
H -1.7571 -0.4835 3.4599
H -3.4467 1.5218 1.8502
H -2.3919 2.8950 -1.6285
H -2.9401 1.4023 -2.4469
H -0.8537 1.1282 -3.2401
H -0.3871 0.6829 -1.6233
H 1.0138 2.4662 -2.7937
H -0.4051 3.4763 -2.8045
H -0.5046 3.4374 -0.2937
H 0.8155 4.3129 -0.9964
H -4.3257 -0.1718 -2.1315
H -5.2099 1.0387 -1.2124
H -5.3051 -0.6239 -0.6970
H -4.4031 -0.6091 1.4657
H -1.5771 -2.4858 2.5277
H -3.2985 -3.4587 -0.5253
C 0.5442 -3.2992 -3.3087
C 1.4978 -2.1675 -3.0080
O 0.8191 -1.1319 -2.2833
O -0.5736 -2.8316 -4.0621
H 1.0441 -4.0736 -3.8851
H 0.1789 -3.7383 -2.3732
H 1.8544 -1.7127 -3.9309
H 2.3556 -2.5270 -2.4353
H 0.6257 -1.4761 -1.4021
H -0.7765 -1.9591 -3.7059
C -0.4132 6.4279 2.4210
C 0.6254 6.3838 1.3214
O -0.0314 6.2856 0.0468
O -1.2507 5.2771 2.3569
H 0.0585 6.4500 3.4021
H -1.0381 7.3235 2.3093
H 1.2375 5.4874 1.4175
H 1.2722 7.2638 1.3513
H -0.4719 7.1237 -0.1294
H -1.3782 5.1065 1.4172
C 4.1292 -1.7169 -0.3416
C 4.9348 -2.0520 0.8939
O 6.2848 -1.6064 0.7498
O 4.6984 -2.3198 -1.4957
H 3.1071 -2.0876 -0.2437
H 4.0951 -0.6284 -0.4865
H 4.9799 -3.1305 1.0318
H 4.4809 -1.6006 1.7817
H 6.2893 -0.6446 0.7855
H 5.6561 -2.2616 -1.3861
C 2.7391 -6.2479 0.3840
C 1.5957 -5.9579 -0.5622
O 2.1125 -5.4757 -1.8058
O 3.4970 -5.0650 0.5895
H 2.3738 -6.5839 1.3545
H 3.3852 -7.0280 -0.0389
H 0.9729 -5.1607 -0.1549
H 0.9762 -6.8441 -0.7304
H 2.5298 -6.2212 -2.2503
H 3.5067 -4.6034 -0.2610
*
```

These are the Löwdin partial charges, in e, on atoms 1 to 4: number 1, C, carries -0.07; number 2, O, carries -0.15; number 3, C, carries -0.24; number 4, C, carries -0.43



3.
# C18H44NO5

A cluster of 4 separate species, C18H44NO5 in total (the ωB97M-V functional and the def2-TZVPD basis, OMol25).

Calculated values
Frontier orbital gap in Ha: 0.1436
ΔE to the lowest compared entry with this formula, charge and spin in kcal per mole: 0.0

The geometry in ORCA input format:
```
! RIJCOSX wB97M-V def2-TZVPD def2/J DEFGRID3
* xyz -1 1
C 7.0498 -3.1901 1.1033
C 7.6808 -1.7928 1.2239
C 6.7615 -0.6927 0.7196
O 6.8966 -0.5193 -0.6649
C 5.6242 -0.3450 -1.4249
N 5.1431 0.9449 -1.5725
C 4.3620 1.4339 -0.4674
C 3.0199 0.7162 -0.2002
C 2.0217 1.5479 0.6126
C 0.5866 1.3371 0.1296
C -0.4836 1.5576 1.1972
C -1.8407 1.1696 0.6170
C -3.0376 1.5118 1.4883
C -4.2986 0.7851 0.9699
C -4.4179 -0.5928 1.6075
C -5.2842 -1.5815 0.8391
O -5.1667 -1.3967 -0.5595
C -6.2128 -1.9914 -1.2760
H 7.8077 -3.9224 0.8333
H 6.5932 -3.4929 2.0357
H 6.3016 -3.1627 0.3173
H 8.6597 -1.7567 0.7587
H 7.8410 -1.6003 2.2858
H 6.9878 0.2497 1.2321
H 5.7382 -0.9487 1.0017
H 4.9089 -1.0754 -0.9821
H 5.8815 -0.7177 -2.4177
H 4.8990 1.4669 0.5052
H 4.1093 2.4760 -0.6872
H 2.5748 0.4910 -1.1675
H 3.2231 -0.2014 0.3355
H 2.2793 2.6059 0.5465
H 2.0741 1.2809 1.6653
H 0.3760 1.9288 -0.7601
H 0.5023 0.2938 -0.1724
H -0.2192 0.9372 2.0478
H -0.4382 2.5977 1.5204
H -1.8212 0.0878 0.4999
H -1.9163 1.6329 -0.3586
H -3.2247 2.5787 1.3912
H -2.8489 1.2659 2.5287
H -5.1917 1.3855 1.1220
H -4.1621 0.6654 -0.0977
H -4.8713 -0.4721 2.5891
H -3.4266 -1.0099 1.7422
H -6.3273 -1.4516 1.1373
H -4.9898 -2.6045 1.0817
H -7.1870 -1.7101 -0.8691
H -6.1878 -1.6421 -2.2983
H -6.1397 -3.0825 -1.2800
C -2.8573 5.2510 -0.6022
O -1.9024 4.5982 0.2229
H -3.7793 5.3384 -0.0320
H -2.5190 6.2528 -0.8828
H -3.0561 4.6720 -1.5088
H -1.0861 4.5181 -0.2833
C -8.1019 0.2883 -4.3768
O -6.9193 -0.4892 -4.5231
H -8.7745 -0.2580 -3.7207
H -7.8808 1.2596 -3.9269
H -8.5946 0.4411 -5.3410
H -6.3201 -0.0059 -5.1015
C 3.5968 -4.2391 1.8674
O 3.6795 -2.9198 1.3522
H 3.7111 -4.1880 2.9479
H 2.6211 -4.6771 1.6319
H 4.3918 -4.8674 1.4532
H 3.5815 -2.9695 0.3942
*
```

These are the Löwdin partial charges, in e, on atoms 1 to 4: number 1, C, carries -0.11; number 2, C, carries -0.24; number 3, C, carries -0.31; number 4, O, carries -0.17



4.
# C18H45AuBrN4Si

A structure of composition C18H45AuBrN4Si (the ωB97M-V functional and the def2-TZVPD basis, OMol25).

Calculated values
Frontier orbital gap (spin up / spin down) in Ha: 0.1366 / 0.1349

The geometry in ORCA input format:
```
! RIJCOSX wB97M-V def2-TZVPD def2/J DEFGRID3
* xyz 3 1
Au -0.0342 0.1753 2.5750
N 2.1626 0.4504 2.9270
C 2.3565 0.6435 4.3856
C 1.3720 -0.2124 5.1392
N -0.0386 0.1073 4.7835
C -0.9641 -0.9795 5.2170
C -0.9808 -2.1247 4.2391
N -1.3989 -1.5827 2.9245
C -0.4903 1.4366 5.2888
C -1.6654 1.9726 4.4996
N -1.2437 2.1500 3.0945
H 2.6248 -0.3977 2.6033
H 2.5778 1.2233 2.4103
H 2.2235 1.6999 4.6077
H 3.3683 0.3743 4.6922
H 1.5220 -0.0918 6.2168
H 1.5469 -1.2627 4.9031
H -1.9686 -0.5649 5.2890
H -0.6814 -1.3263 6.2144
H -1.6680 -2.8935 4.5973
H -0.0016 -2.5877 4.1249
H -2.3728 -1.2853 2.9596
H -1.3381 -2.2935 2.1971
H 0.3372 2.1408 5.2143
H -0.7504 1.3519 6.3481
H -2.0039 2.9058 4.9513
H -2.5088 1.2835 4.5164
H -0.6433 2.9669 3.0133
H -2.0515 2.3337 2.5053
C -2.0448 0.2497 -4.3702
C -1.8345 -0.1724 -2.9019
C -2.5436 0.8325 -1.9729
C -2.4328 -1.5584 -2.6573
Si 0.0546 -0.1099 -2.6021
Br 0.2412 -0.3299 0.1147
C 1.0701 -1.8565 -2.9983
C 2.5401 -1.5704 -2.7609
C 0.5648 -2.9650 -2.0919
C 0.6950 -2.0261 -4.4573
C 1.0308 1.4976 -2.9637
C 1.4140 1.4786 -4.4548
C 0.0971 2.6921 -2.6936
C 2.2780 1.6618 -2.0888
H -3.1189 0.2421 -4.5766
H -1.5774 -0.4373 -5.0771
H -1.6847 1.2582 -4.5740
H -3.6169 0.7835 -2.1771
H -2.2309 1.8589 -2.1403
H -2.4004 0.5836 -0.9186
H -3.5167 -1.4903 -2.7841
H -2.2470 -1.9133 -1.6410
H -2.0817 -2.3012 -3.3723
H 2.7436 -1.2563 -1.7376
H 2.9556 -0.8507 -3.4628
H 3.0928 -2.5065 -2.9136
H 0.8669 -2.8125 -1.0565
H 1.0186 -3.9069 -2.4251
H -0.5098 -3.1141 -2.1425
H 0.9873 -1.1798 -5.0822
H -0.3617 -2.2461 -4.6054
H 1.2510 -2.8941 -4.8383
H 0.5512 1.3542 -5.1120
H 2.1488 0.7090 -4.6900
H 1.8706 2.4420 -4.6985
H -0.7561 2.7176 -3.3690
H 0.6622 3.6137 -2.8591
H -0.2612 2.7110 -1.6615
H 3.0268 0.8934 -2.2608
H 2.0294 1.6845 -1.0257
H 2.7415 2.6206 -2.3371
*
```

These are the Löwdin partial charges, in e, on atoms 1 to 4: number 1, Au, carries 0.89; number 2, N, carries 0.00; number 3, C, carries -0.18; number 4, C, carries -0.14



5.
# C18H45BaN3O6

A structure of composition C18H45BaN3O6 (the ωB97M-V functional and the def2-TZVPD basis, OMol25).

Calculated values
Frontier orbital gap (spin up / spin down) in Ha: 0.3760 / 0.1411

The geometry in ORCA input format:
```
! RIJCOSX wB97M-V def2-TZVPD def2/J DEFGRID3
* xyz 3 2
Ba 0.0454 0.5134 -0.0055
C 1.8880 3.2198 2.1159
O 1.2471 1.9340 2.1970
C 0.5369 1.8480 3.4019
C -0.2974 0.5302 3.3827
N -1.2886 0.3030 2.3515
C -2.3905 1.3198 2.3705
C -3.3432 1.0797 1.2288
O -2.6076 1.3175 0.0123
C -3.2154 2.3005 -0.7597
H 2.3162 3.3801 1.1264
H 2.6543 3.1516 2.8880
H 1.3282 4.1389 2.2889
H -0.0218 2.7564 3.6270
H 1.3305 1.7646 4.1445
H -0.6905 0.3572 4.3845
H 0.3348 -0.3578 3.3819
H -1.7403 -0.5480 2.6546
H -2.0342 2.3478 2.4370
H -2.9788 1.2034 3.2807
H -4.1492 1.7868 1.4254
H -3.7942 0.0876 1.2095
H -2.5580 2.3875 -1.6248
H -3.3550 3.2189 -0.1895
H -4.1065 1.8664 -1.2132
C -0.3573 4.3413 -0.4707
O 0.3244 3.2483 -1.0737
C 0.2794 3.1873 -2.5599
C 1.1075 2.0508 -3.2231
N 0.7017 0.7590 -2.7479
C -0.5050 0.3375 -3.4897
C -1.1392 -0.9737 -3.0965
O -1.4337 -0.9233 -1.7272
C -2.5201 -1.7615 -1.4059
H 0.0410 5.2067 -1.0004
H -0.1154 4.2451 0.5878
H -1.4372 4.3102 -0.6159
H 0.6947 4.1270 -2.9239
H -0.6862 3.0872 -3.0557
H 2.1501 2.1310 -2.9155
H 1.2104 2.0323 -4.3080
H 1.3714 0.0560 -3.0258
H -0.3028 0.2431 -4.5566
H -1.2483 1.1268 -3.3778
H -0.3343 -1.6925 -3.2495
H -1.9592 -1.1471 -3.7934
H -2.7383 -1.8698 -0.3434
H -2.5928 -2.7650 -1.8252
H -3.3801 -1.1774 -1.7336
C 3.3523 0.9811 -0.5358
O 2.5917 0.0045 0.1423
C 3.2828 -1.2205 0.5610
C 2.2795 -2.2123 1.0691
N 1.1076 -2.2801 0.1675
C 0.1398 -3.3520 0.3500
C 0.6283 -4.7844 0.4303
O -0.3877 -5.6585 0.8584
C 0.1391 -6.9561 1.0298
H 3.5970 0.7241 -1.5664
H 4.1743 1.4241 0.0265
H 2.6060 1.7742 -0.5833
H 4.0243 -0.9786 1.3225
H 3.8242 -1.6310 -0.2914
H 2.0089 -1.9067 2.0798
H 2.8193 -3.1587 1.1015
H 1.5072 -2.3816 -0.7545
H -0.5358 -3.2557 -0.4999
H -0.4438 -3.0888 1.2322
H 1.4763 -4.9200 1.1015
H 0.8947 -5.2708 -0.5080
H 0.3508 -7.4015 0.0577
H -0.7355 -7.4792 1.4165
H 1.0576 -7.0584 1.6077
*
```

These are the Löwdin partial charges, in e, on atoms 1 to 4: number 1, Ba, carries 2.06; number 2, C, carries -0.07; number 3, O, carries -0.32; number 4, C, carries -0.19



6.
# C18H45Cs3N3O4S

A structure of composition C18H45Cs3N3O4S (the ωB97M-V functional and the def2-TZVPD basis, OMol25).

Calculated values
Frontier orbital gap in Ha: 0.2165
ΔE to the lowest compared entry with this formula, charge and spin in kcal per mole: 16.9

The geometry in ORCA input format:
```
! RIJCOSX wB97M-V def2-TZVPD def2/J DEFGRID3
* xyz 1 1
Cs -4.9303 -1.5487 1.1774
Cs -6.3927 2.5058 0.0009
Cs -2.5636 4.5703 -0.5644
S -3.0309 1.4767 0.6534
O -1.9390 2.1837 1.2673
O -4.2230 1.6162 1.5134
O -3.4821 2.0958 -0.6397
O -2.7551 0.0659 0.3866
C -1.3069 -2.8497 0.8522
C -0.1924 -3.8652 1.3707
N -0.1104 -5.1695 0.6811
C -1.3168 -5.9998 0.9944
C -1.4591 -6.3615 2.4870
C 1.0735 -6.0243 0.8745
C 2.3417 -5.4357 0.2484
H -1.8997 -3.2496 0.0295
H -0.8526 -1.9332 0.4757
H -1.9884 -2.5726 1.6565
H 0.7776 -3.3800 1.2624
H -0.2216 -4.0285 2.4480
H -2.1510 -5.3318 0.7798
H -1.2019 -6.8863 0.3707
H -1.4304 -5.4776 3.1242
H -2.4609 -6.7405 2.6895
H -0.6558 -7.0649 2.7061
H 1.0782 -6.9655 0.3248
H 1.2669 -6.2679 1.9192
H 3.1968 -5.9876 0.6388
H 2.5432 -4.4004 0.5234
H 2.3230 -5.5804 -0.8318
C 0.1334 6.2713 -2.7347
C 0.5301 4.8186 -2.9872
N -0.6163 3.9420 -3.1826
C -0.2193 2.5262 -3.1279
C 0.2651 2.0684 -1.6995
C -1.4457 4.1278 -4.4013
C -0.7087 4.0874 -5.7227
H -0.5867 6.4086 -1.9281
H -0.1520 6.7537 -3.6696
H 1.0220 6.8550 -2.4941
H 1.2119 4.8170 -3.8377
H 1.1494 4.6564 -2.1050
H -0.9817 1.8326 -3.4826
H 0.6350 2.6078 -3.7999
H 1.0027 2.7118 -1.2198
H -0.4896 1.8412 -0.9465
H 0.5711 1.0410 -1.8968
H -1.8855 5.1139 -4.5508
H -2.2436 3.4050 -4.5720
H -1.4925 4.1234 -6.4793
H -0.1157 3.1746 -5.7787
H -0.1155 4.9992 -5.7922
C 3.1187 -0.6565 0.2316
C 1.7978 -0.4907 0.9807
N 1.9376 0.3289 2.1383
C 1.2876 -0.2800 3.3223
C -0.2999 0.0270 3.4304
C 1.7576 1.7495 1.7855
C 2.3209 2.4707 2.9815
H 3.5147 0.2321 -0.2601
H 2.9654 -1.4489 -0.5009
H 3.8437 -1.0173 0.9613
H 1.0647 -0.0176 0.3274
H 1.3281 -1.4501 1.1977
H 1.5305 -1.3419 3.3592
H 1.8146 0.0891 4.2022
H -0.8027 -0.5306 4.2205
H -0.2656 1.0836 3.6960
H -0.8239 -0.2230 2.5079
H 0.7125 2.0101 1.6181
H 2.3448 2.0553 0.9196
H 2.3808 3.5504 2.8449
H 3.2855 2.0041 3.1809
H 1.6823 2.2795 3.8439
*
```

These are the Löwdin partial charges, in e, on atoms 1 to 4: number 1, Cs, carries 1.06; number 2, Cs, carries 1.10; number 3, Cs, carries 1.15; number 4, S, carries 0.02



E? In order: -71030.8168; -93010.2149; -31103.9646; -106942.4286; -36816.0412; -44530.1450 eV.
Max |F|? In order: 7.22; 1.64; 1.29; 2.59; 3.23; 2.41 eV/Å.
M? In order: 560.07; 629.10; 354.55; 622.54; 536.90; 798.36 u.